[1]
Density functional theory data (the ωB97M-V functional and the def2-TZVPD basis) for a molecular structure, C17H41IrN2OP2 in a non-equilibrium geometry.

Positions of all 64 atoms, in Å:
Ir1 0.7343 0.0439 0.3450
P1 0.1790 -1.8796 -0.9392
P2 0.3105 2.2579 0.7549
N1 1.8871 0.7084 -1.4160
C1 1.0156 -1.5234 -2.5354
H1 1.8961 -2.1429 -2.5793
H2 0.3747 -1.7926 -3.3849
C2 1.5974 -0.0877 -2.7199
H3 2.5983 -0.2032 -3.4122
H4 0.8613 0.4120 -3.4026
C3 1.3779 2.1349 -1.7990
H5 0.2884 2.0525 -2.0867
H6 1.9143 2.6668 -2.5925
C4 1.4073 3.0142 -0.4926
H7 1.2737 4.1259 -0.6129
H8 2.4025 2.7621 -0.1329
C5 1.0394 2.9312 2.3225
C6 2.0257 1.9868 3.0164
H9 2.8368 1.6845 2.3170
H10 1.5274 1.0783 3.3772
H11 2.4890 2.5049 3.8574
C7 -1.3184 3.0860 0.4408
C8 -2.4712 2.6866 1.3625
H12 -3.4093 2.9741 0.8706
H13 -2.4130 3.2180 2.3352
H14 -2.5419 1.6133 1.5476
C9 -1.5370 -2.5124 -1.4778
C10 -2.2765 -3.3329 -0.4136
H15 -3.3233 -3.4689 -0.7311
H16 -2.3139 -2.8667 0.5727
H17 -1.8590 -4.3409 -0.3113
C11 1.0996 -3.4012 -0.3435
C12 0.6910 -3.8313 1.0646
H18 1.3546 -4.6455 1.3727
H19 -0.3347 -4.2231 1.0898
H20 0.8021 -3.0230 1.8065
C13 2.3440 -0.5335 0.9241
O1 3.5043 -0.7474 1.1184
C14 -1.1181 4.6066 0.3895
H21 -0.1176 4.9437 0.6628
H22 -1.3130 4.9663 -0.6172
H23 -1.8329 5.1087 1.0858
C15 -1.5844 -3.2864 -2.8102
H24 -2.4478 -3.9774 -2.8425
H25 -1.6789 -2.6305 -3.6800
H26 -0.7033 -3.9096 -2.9547
C16 1.1239 -4.5972 -1.2993
H27 1.7850 -5.3652 -0.8619
H28 0.1374 -5.0796 -1.4073
H29 1.5216 -4.3565 -2.2907
C17 0.0291 3.4607 3.3497
H30 -0.6919 2.7100 3.6771
H31 0.5874 3.7882 4.2400
H32 -0.5414 4.3362 2.9805
H33 1.6173 3.7806 1.9251
H34 2.1264 -2.9860 -0.2967
H35 -1.5462 2.7203 -0.5860
H36 -2.0960 -1.5786 -1.6398
H37 -3.0445 0.3317 -2.1495
H38 -2.6211 0.5924 -2.6693
N2 -0.7443 -0.6290 1.9372
H39 -1.4366 -1.3939 1.7036
H40 -1.2887 0.1051 2.3621
H41 -0.1555 -1.0464 2.6793

## Properties
- charge = +3
- multiplicity = 6
- maximum force (eV/Å) = 11.45
- LUMO level (spin up / spin down) (eV) = -9.5467 / -14.3975
- energy relative to the best compared isomer or geometry (same formula, charge and spin) (eV) = 0.970

Here are the Löwdin charges for atoms 1 to 6, given in e: atom 1 (Ir): 1.170, atom 2 (P): 0.968, atom 3 (P): 0.901, atom 4 (N): -0.051, atom 5 (C): -0.285, atom 6 (H): 0.086


[2]
Density functional theory data (the ωB97M-V functional and the def2-TZVPD basis) for 5 unconnected molecules or ions with the total composition C17H42FN4O7 in a non-equilibrium geometry.

Positions of all 71 atoms, in Å:
C1 1.7273 -2.5270 -1.0870
C2 1.5082 -2.2582 0.3934
F1 0.6041 -3.1537 0.9566
C3 2.7977 -2.2518 1.1765
N1 3.4698 -3.5714 1.0401
C4 2.9295 -4.2730 2.0879
N2 2.5036 -5.4986 1.8958
N3 2.7773 -3.5095 3.2548
C5 2.6631 -2.1237 2.7209
O1 1.5157 -1.5858 3.2029
O2 3.8680 -1.4962 3.2075
N4 3.7916 -0.0695 2.9490
O3 4.7827 0.2852 2.4765
H1 2.7097 -2.9388 -1.3028
H2 1.6181 -1.6025 -1.6463
H3 0.9744 -3.2124 -1.4664
H4 1.0799 -1.2574 0.4643
H5 3.4457 -1.5111 0.7163
H6 4.4812 -3.5554 1.0062
H7 1.9333 -5.6615 1.0762
H8 2.6543 -6.2666 2.5341
H9 3.6735 -3.5191 3.7487
H10 1.4925 -0.6322 3.0575
C6 -3.4040 -0.6726 -0.4844
C7 -2.0309 -0.8769 0.1345
C8 -1.8005 0.0735 1.2977
O4 -1.0101 -0.6868 -0.8550
H11 -3.5009 0.3460 -0.8692
H12 -3.5547 -1.3596 -1.3190
H13 -4.1962 -0.8384 0.2453
H14 -1.9327 -1.9086 0.4749
H15 -1.8504 1.1109 0.9607
H16 -0.8103 -0.0827 1.7331
H17 -2.5487 -0.0697 2.0779
H18 -1.0773 0.2221 -1.1693
C9 3.3797 3.6729 0.9421
C10 2.9298 2.5350 0.0401
C11 3.5173 2.6600 -1.3570
O5 1.5025 2.4933 -0.0283
H19 3.0428 4.6312 0.5400
H20 2.9467 3.5669 1.9373
H21 4.4657 3.7006 1.0364
H22 3.2368 1.5821 0.4786
H23 3.1833 3.5875 -1.8277
H24 3.1829 1.8360 -1.9887
H25 4.6076 2.6594 -1.3322
H26 1.2030 3.3246 -0.4113
C12 -1.4990 -0.9518 -5.4919
C13 -2.1521 -2.2273 -4.9818
C14 -3.6689 -2.1181 -4.9975
O6 -1.6933 -2.5207 -3.6620
H27 -1.7678 -0.1060 -4.8524
H28 -0.4127 -1.0450 -5.4741
H29 -1.8118 -0.7248 -6.5115
H30 -1.8403 -3.0694 -5.6007
H31 -3.9981 -1.3046 -4.3445
H32 -4.1219 -3.0384 -4.6289
H33 -4.0435 -1.9245 -6.0032
H34 -1.9479 -1.7905 -3.0859
C15 -2.0010 4.1096 2.3886
C16 -3.3506 4.2230 1.6934
C17 -4.3250 5.0609 2.5053
O7 -3.8943 2.9224 1.4584
H35 -2.1138 3.6196 3.3598
H36 -1.3111 3.5061 1.7959
H37 -1.5541 5.0914 2.5491
H38 -3.2169 4.6714 0.7082
H39 -4.5043 4.5984 3.4798
H40 -5.2849 5.1317 1.9947
H41 -3.9421 6.0688 2.6683
H42 -4.0272 2.5013 2.3139

## Properties
- charge = +1
- maximum force (eV/Å) = 2.30
- LUMO level (eV) = -4.9070

Here are the Löwdin charges for atoms 1 to 6, given in e: atom 1 (C): -0.002, atom 2 (C): -0.334, atom 3 (F): 0.017, atom 4 (C): -0.148, atom 5 (N): 0.148, atom 6 (C): -0.286


Q: Number 1 is which compound?
A: C17H41IrN2OP2